Record 1
# C31H18F8GaN4O2SSe

C31H18F8GaN4O2SSe as an isolated structure at a distorted geometry (wB97M-V/def2-TZVPD, OMol25).

The geometry in XYZ format:
```
66
Properties=species:S:1:pos:R:3
Se -3.6391 0.5969 -1.5167
Ga 0.4702 1.1704 -0.6110
S 1.4001 0.5454 -2.7760
F -5.2259 -1.0207 0.7418
F -4.1138 -1.4491 -3.9051
F 2.9147 -2.0989 -3.6744
F -7.0227 -4.4835 -1.8579
F -5.6665 -3.5678 -4.0409
F 1.7735 -3.8488 -4.1335
F -6.7718 -3.1595 0.4927
F 1.3208 -2.0611 -5.1548
O -0.9310 1.1282 0.8831
O -0.7851 2.5871 -1.2028
N 0.0211 -0.7832 -1.0797
N -1.7150 2.8909 -0.3190
N -1.7153 2.1706 0.6991
N 2.0614 1.7341 0.1860
C 4.3511 -1.0583 0.5950
C 6.5805 3.7212 0.5707
C -0.7770 -1.7102 -0.5452
C 4.4319 -2.3739 0.9758
C 0.6953 -2.2043 -2.8656
C -0.8892 -2.9402 -1.1576
C -6.2656 -3.3750 -1.7755
C -4.7341 -1.8283 -2.7434
C -3.5611 4.2289 3.1305
C -4.3521 1.9641 3.3225
C 3.1060 1.1783 0.5221
C -6.1004 -2.7135 -0.5805
C 6.4512 2.7249 1.5594
C -4.6175 -1.0385 -1.5935
C -5.3011 -1.5989 -0.4889
C 1.6516 -2.5382 -3.9361
C -2.6120 2.5027 1.7601
C -3.4941 1.5689 2.2893
C -4.3579 3.2610 3.7586
C -5.5663 -2.9170 -2.8694
C 3.2110 -0.2930 0.8761
C 5.4201 1.8132 1.5105
C 4.3995 1.9703 0.5595
C -2.6782 3.8427 2.1191
C 0.7006 -0.9508 -2.2251
C 5.6037 3.8132 -0.4124
C -0.1158 -3.1838 -2.3081
C 2.1879 -0.9087 1.5877
C 4.5296 2.9621 -0.3892
C 2.2593 -2.2371 1.9820
C 3.4107 -2.9781 1.6954
H 5.3234 1.0442 2.2753
H -5.0372 3.5392 4.5472
H 1.3466 -0.2811 1.8430
H -1.5521 -3.6853 -0.7840
H -5.0206 1.2654 3.7467
H -3.4541 0.5377 1.9279
H 5.1797 -0.5984 0.0278
H -1.3006 -1.4272 0.3499
H 5.3269 -2.9240 0.7441
H -0.1451 -4.1729 -2.6911
H 5.6736 4.5258 -1.2243
H 1.4524 -2.6867 2.5366
H 7.2113 2.6007 2.3521
H 3.7437 3.0090 -1.1217
H -3.6054 5.2544 3.5020
H -2.0268 4.5359 1.6100
H 7.4250 4.3958 0.6250
H 3.5165 -3.9875 2.0786
```

Values from the calculation:
Orbital gap: 6.37 eV
HOMO: -3.98 eV
Relative energy (zero: lowest compared OMol25 entry of this formula, charge and spin): 0.0 kcal/mol
Net charge: -1
E_tot: -7085.00506 Eh
Multiplicity: 1


Record 2
# C11H14N3S

An isolated ion of composition C11H14N3S and charge +1 at a distorted geometry (wB97M-V/def2-TZVPD, OMol25).

The geometry in XYZ format:
```
29
Properties=species:S:1:pos:R:3
S -2.0386 -0.7705 0.1801
N 2.0311 -0.3169 2.1803
N -0.6172 0.9280 1.9369
N 1.0359 -0.0346 -0.0009
C 1.0003 0.0388 -2.4246
C 0.7779 -0.6191 -1.1650
C -0.0238 -2.3560 -2.4090
C -2.8080 -0.2821 -1.3769
C 1.5302 -0.7273 1.0882
C 1.5359 0.7895 2.9556
C 0.6349 1.7396 2.1803
C 0.2093 -2.0037 -1.1121
C -0.9619 0.6168 0.4897
C 0.3016 -1.7642 -3.4804
C 0.6689 -0.4648 -3.6977
H -0.6801 -0.0521 2.2711
H 1.0083 2.0656 1.3098
H 2.4761 1.2587 3.4229
H 1.0170 0.1769 3.8256
H 0.9076 0.2138 -4.5271
H -0.0269 -2.7214 -0.3227
H -3.4389 0.7236 -1.1394
H 0.2991 2.7344 2.7784
H -1.9597 -0.0328 -2.0408
H 1.4311 1.0097 -2.5376
H 1.8039 -1.7686 0.7575
H -1.2874 1.4042 -0.1047
H -1.2465 1.3903 2.5459
H -3.5797 -1.1757 -1.5836
```

Values from the calculation:
Orbital gap (spin up / spin down): 7.24 / 7.24 eV
HOMO (spin up / spin down): -11.80 / -11.80 eV
Relative energy (zero: lowest compared OMol25 entry of this formula, charge and spin): 233.9 kcal/mol
Net charge: +1
E_tot: -989.42818 Eh
Multiplicity: 1


Record 3
# C4H9NO

A 2-piece molecular cluster, C4H9NO overall at a distorted geometry (wB97M-V/def2-TZVPD, OMol25).

The geometry in XYZ format:
```
15
Properties=species:S:1:pos:R:3
O -1.1933 4.4133 1.3658
N -1.1642 -0.2226 -1.9718
C 0.3084 -0.9804 -0.2442
C 1.3703 -1.8413 0.3337
C -0.3984 -1.2467 -1.3554
C 1.6941 -1.5922 1.6198
H -1.4093 0.4028 -1.2057
H -0.4152 4.9020 1.1470
H -0.2341 -2.1905 -1.8678
H 1.6303 -2.7696 -0.1294
H -1.4539 3.9891 0.5302
H 2.6624 -1.9434 1.9862
H 0.0774 -0.1734 0.4422
H -2.0679 -0.5762 -2.2733
H 1.0546 -1.2087 2.4063
```

Values from the calculation:
Orbital gap: 8.50 eV
HOMO: -7.83 eV
Relative energy (zero: lowest compared OMol25 entry of this formula, charge and spin): 68.0 kcal/mol
E_tot: -287.72408 Eh
SMILES: C=C/C=C/N.O
Multiplicity: 1


What is the formula in the third record? C4H9NO